Record 1
Molecular formula: C7H13NO
Method: DFT, wB97M-V/def2-TZVPD

Its SMILES is C=CN(O)C(C)(C)C=C. The value obtained for the molecular weight is 127.19 g mol⁻¹. The LUMO energy comes out at 0.89 eV. As for the total charge: 0. Its HOMO energy is -7.98 eV. The gap between HOMO and LUMO is 8.9 eV.

```
22
Properties=species:S:1:pos:R:3:nbo_charge:R:1
C 0.8425 -1.9035 2.4459 -0.48
C 0.6163 -0.7822 1.7490 -0.01
N 0.2748 -0.6936 0.4140 -0.19
O 1.0419 -1.5059 -0.4405 -0.56
C -0.2341 0.5366 -0.2617 0.07
C -1.1826 1.3125 0.6831 -0.61
C 0.9306 1.4597 -0.6535 -0.62
C -1.0752 0.1100 -1.4703 -0.18
C -0.6339 -0.3601 -2.6478 -0.37
H 1.1020 -1.8582 3.4963 0.21
H 0.7444 -2.8790 1.9864 0.19
H 0.6934 0.1740 2.2555 0.19
H 0.5318 -2.3351 -0.4562 0.47
H -1.6645 2.1511 0.1663 0.22
H -1.9746 0.6616 1.0749 0.22
H -0.6533 1.7358 1.5436 0.21
H 0.5646 2.3661 -1.1510 0.21
H 1.6385 0.9714 -1.3316 0.22
H 1.4986 1.7742 0.2298 0.21
H -2.1534 0.2147 -1.3601 0.20
H -1.3308 -0.6290 -3.4353 0.20
H 0.4229 -0.5213 -2.8370 0.20
```

Record 2
Molecular formula: C30H48N12O16P
Method: DFT, wB97M-V/def2-TZVPD

The value obtained for the molecular weight is 863.76 g mol⁻¹. The LUMO energy comes out at 5.98 eV. As for the total charge: -3. Its HOMO energy is -0.94 eV. The gap between HOMO and LUMO is 6.9 eV.

```
107
Properties=species:S:1:pos:R:3:mulliken_charge:R:1
P 0.1143 -0.0312 0.0896 -2.75
O -1.3038 -0.2442 0.5535 0.99
O -0.0274 0.3269 -1.4209 1.14
O 0.9137 -1.2331 0.2721 1.26
O 0.6684 1.1263 0.6799 0.80
N -0.9231 1.7308 -3.1559 0.42
C -0.1436 2.3107 -4.1802 -0.30
C -1.1038 2.9551 -5.0910 -0.49
C -2.5062 2.7842 -4.6475 -1.35
C -2.2835 1.7257 -3.4130 0.08
H -0.5515 1.1616 -2.3313 0.19
H 1.0059 2.3932 -4.1746 0.26
H -0.6315 3.4753 -5.9826 0.24
H -3.3626 3.2419 -5.0910 0.42
H -2.9432 1.2795 -2.6318 0.19
N 2.3203 -3.2290 0.7183 0.29
C 2.2914 -4.3673 0.0921 -0.57
C 3.4691 -5.3116 0.5750 -0.89
C 3.9041 -4.5215 1.7508 -0.92
C 3.3149 -3.1575 1.7322 -0.21
H 1.5609 -2.3887 0.5069 0.46
H 1.6394 -4.3897 -0.6373 0.67
H 3.8558 -6.2665 0.2257 0.39
H 4.7533 -4.9824 2.3305 0.24
H 3.2967 -2.2872 2.4363 0.30
N -2.1741 0.0365 2.8404 0.73
C -3.1496 -0.9175 3.2921 -0.39
C -3.4479 -0.5448 4.6924 -0.65
C -2.6418 0.6166 5.0118 -0.87
C -1.7878 0.9834 3.7171 -0.21
H -1.6597 -0.0635 1.8635 -0.51
H -3.6163 -1.6758 2.5600 0.20
H -4.1604 -1.0237 5.4118 0.31
H -2.6720 1.0938 5.9751 0.43
H -1.0665 1.8393 3.7773 0.29
N -3.5439 -0.4662 -0.4470 0.63
C -3.7628 -0.9206 -1.8172 -0.01
C -5.1976 -0.7680 -2.2105 -0.56
C -5.8449 -0.1843 -0.9084 -0.93
C -4.7344 -0.0274 0.1028 -0.56
H -2.4571 -0.3234 -0.0159 -0.42
H -2.8299 -1.5385 -2.4081 -0.13
H -5.7155 -0.8584 -3.2232 0.30
H -6.9601 -0.0715 -0.9705 0.26
H -4.7604 0.2939 1.0893 0.64
N 1.1633 2.8263 2.3428 0.69
C 1.0877 4.1503 2.2106 -0.37
C 1.6969 4.7556 3.4887 -0.75
C 1.9436 3.6956 4.3572 -0.95
C 1.5719 2.4244 3.6346 -0.54
H 0.8403 2.0367 1.4209 0.08
H 0.6320 4.7331 1.3605 0.26
H 1.7138 5.8488 3.6941 0.28
H 2.4029 3.8112 5.3614 0.30
H 1.7030 1.3884 3.8522 0.57
N -0.2876 -1.4320 -3.1628 0.60
C 0.1004 -2.7601 -2.8158 -1.07
C -0.3705 -3.6278 -3.9953 -1.43
C -1.0144 -2.6265 -4.9535 -0.97
C -0.8365 -1.2525 -4.3622 -0.47
H 0.0315 -0.6430 -2.2924 -0.28
H 0.6406 -2.9299 -1.9370 1.25
H -0.1839 -4.5604 -4.2228 0.74
H -1.5384 -2.8275 -5.7989 0.52
H -1.2354 -0.2980 -4.6081 0.35
C 0.5826 -1.8560 3.3050 -1.16
N 1.5083 -2.1684 4.3038 1.04
O 1.7686 -3.2924 4.6680 -0.63
O 1.8843 -1.1844 5.0207 -0.63
H -0.4171 -1.5465 3.8493 0.14
H 0.4814 -2.5649 2.7196 0.85
H 1.0896 -0.8414 2.8489 -0.11
C -2.0223 2.6906 0.1046 0.24
N -3.4313 3.1166 0.1630 1.21
O -4.0249 3.0318 1.2331 -0.63
O -3.9272 3.7372 -0.7546 -0.69
H -1.7320 2.2926 0.9765 -0.49
H -1.2859 3.4770 -0.0257 0.18
H -1.9812 2.0478 -0.8171 -0.35
C 2.9966 -0.2697 -2.3308 -0.71
N 4.4225 0.2252 -2.4546 1.16
O 4.6282 0.9105 -3.4831 -0.65
O 5.1381 -0.1783 -1.6234 -0.59
H 2.4338 0.3067 -2.9593 0.67
H 2.4372 -0.1151 -1.4589 -0.30
H 2.8151 -1.3021 -2.7611 0.31
C 3.4552 0.4539 1.3931 1.26
N 4.6863 0.9639 1.9533 1.18
O 5.6076 1.2505 1.1839 -0.67
O 4.6608 1.0444 3.2077 -0.60
H 3.6953 -0.3930 0.6381 0.19
H 3.0362 1.2357 0.6490 -0.74
H 2.7243 0.0824 2.2057 -0.50
C -1.6238 -3.2845 -0.0963 0.27
N -1.7997 -4.6539 -0.6225 1.19
O -2.8422 -5.1561 -0.5247 -0.69
O -0.6824 -5.2311 -0.7149 -0.59
H -1.8684 -2.6800 -1.0715 -0.45
H -0.5842 -3.1602 -0.0589 -0.45
H -2.4604 -2.9867 0.6077 0.23
C 1.8851 3.1110 -1.2427 1.26
N 2.7323 4.2266 -1.7741 1.02
O 2.5924 5.3091 -1.1997 -0.65
O 3.1728 4.1182 -2.8510 -0.63
H 2.1329 2.2854 -1.6217 -1.00
H 0.8024 3.3930 -1.4259 0.07
H 2.1064 3.2607 -0.2712 0.21
```

Record 3
Molecular formula: CH4O4P2
Method: DFT, wB97M-V/def2-TZVPD

The value obtained for the molecular weight is 141.99 g mol⁻¹. The LUMO energy comes out at 7.24 eV. As for the total charge: -2. Its HOMO energy is 1.16 eV. The gap between HOMO and LUMO is 6.1 eV.

```
11
Properties=species:S:1:pos:R:3:nbo_charge:R:1
C -0.4684 -0.8244 -0.1917 -0.46
O -0.3349 0.2459 -2.5398 -1.23
O -1.7037 1.5476 -0.7433 -1.20
O 0.8441 1.4067 -0.5689 -1.16
O -0.4560 -0.7916 1.2553 -0.86
P 0.7479 0.0466 2.1826 -0.07
P -0.5304 0.7613 -1.1159 2.35
H 0.4037 -1.3525 -0.3758 0.17
H -1.3849 -1.3885 -0.3011 0.17
H 1.8395 -0.8615 1.8751 -0.13
H 1.0431 1.2104 0.5235 0.42
```

Going through the records in order, we get ΔE to the lowest compared entry with this formula, charge and spin values of 337.65; 0.00; 138.75 kJ/mol.